Entry 1:
{"formula": "H31O15", "method": "ωB97M-V with the def2-TZVPD basis set", "relative_energy_kcal_mol": 83.61, "total_charge": 1, "symbols": ["O", "H", "H", "O", "H", "H", "O", "H", "H", "O", "H", "H", "O", "H", "H", "O", "H", "H", "O", "H", "H", "O", "H", "H", "O", "H", "H", "O", "H", "O", "H", "H", "O", "H", "H", "O", "H", "H", "O", "H", "H", "O", "H", "H", "H", "H"], "positions_angstrom": [[-2.906124, 1.102337, -1.749221], [-0.470873, 4.001181, -2.550471], [-3.786135, 1.591595, -1.686888], [-1.564608, -3.533406, 0.434126], [0.613366, -3.170280, -0.023581], [-2.038420, -3.175784, 1.184350], [-1.126762, -1.008525, -2.539592], [2.920312, 2.721788, 1.788975], [-0.688281, -0.650251, -0.964557], [-3.202055, 0.407261, 2.585717], [-0.685473, -1.805822, 4.133434], [-2.844939, 1.287589, 2.397007], [2.377330, 4.003296, -1.532037], [2.717976, 3.333321, -0.839637], [2.728795, 3.494943, -2.259030], [-0.188874, 3.268292, -1.941261], [-0.902979, -0.223473, -3.015446], [-2.134906, -1.120831, -2.419014], [2.393487, 1.985384, 2.358200], [0.721495, 3.702501, -1.678491], [3.025424, -3.017955, -1.596443], [-1.261846, 2.142308, -0.017455], [-1.893252, -4.432001, 0.394078], [3.903253, -2.551214, -0.290894], [0.058109, -1.396424, 3.709738], [-0.749200, 2.882304, -0.645859], [1.519976, 1.067790, 0.075038], [-2.831624, -1.549597, -0.561991], [-0.728869, 1.258770, -0.045168], [1.412268, -2.681980, 0.238478], [1.957625, -3.500741, 0.257041], [-2.509567, -1.227982, 0.268319], [3.691524, -2.431043, -1.209628], [0.606608, -2.166101, 3.421637], [-2.136159, 1.966661, -0.454181], [1.377155, 1.911866, -0.357711], [2.041221, 1.444458, 1.654240], [1.232729, 1.903690, -1.307383], [-0.498723, -0.279623, -0.017286], [-3.259994, 0.178447, -1.759067], [1.711995, -0.954200, 1.389597], [2.593630, -0.711331, 1.184592], [3.283802, -0.785913, 1.832200], [-2.432676, -0.274627, 2.612684], [-2.299810, -2.314019, -0.857184], [0.254052, -0.692658, 0.400014]], "atomic_forces_ev_per_a": [[-2.903, 0.263, -0.061], [-0.357, -1.124, 0.655], [1.569, -0.568, -0.360], [0.516, -0.519, 0.020], [-0.690, 0.700, 0.154], [-0.106, 0.234, 0.315], [-1.723, -1.470, 1.004], [-1.881, -2.558, 2.259], [0.637, 0.279, 1.339], [1.583, -1.853, -0.210], [-0.606, -0.251, 0.560], [0.330, -0.489, 0.181], [0.945, -1.684, 1.625], [-1.139, 1.792, -0.598], [0.262, 0.329, -1.333], [1.570, 2.698, -0.577], [-0.337, 0.814, -0.749], [2.588, 0.642, -0.597], [2.077, 3.066, -1.791], [-0.871, -0.876, -0.195], [0.432, 0.145, 0.933], [0.492, 1.355, -0.320], [0.009, -0.466, -0.168], [-0.496, -0.479, 0.300], [1.114, -0.711, -1.062], [-1.020, -1.517, 0.495], [0.227, -0.607, -1.057], [-1.326, -0.286, -1.799], [-0.564, 0.250, 0.164], [-0.842, -2.423, -0.360], [0.369, 1.154, 0.356], [0.524, 0.234, 0.485], [0.521, 0.497, -1.645], [-0.555, 0.906, 0.395], [0.630, -0.450, 0.009], [0.283, 0.859, 0.715], [0.103, -0.295, 0.217], [0.085, -1.142, 0.070], [-0.668, 0.141, -1.117], [0.625, 0.688, 0.580], [-0.219, -1.059, 1.483], [1.069, 1.591, -2.031], [-0.409, -0.008, 1.058], [-1.718, 2.352, 0.016], [-0.287, 0.388, 1.040], [0.157, -0.543, -0.398]]}



Entry 2:
{"formula": "C8H11N", "method": "ωB97M-V with the def2-TZVPD basis set", "relative_energy_kcal_mol": 39.67, "smiles": "C/C=C1/[C@H]2C=NC[C@@]12C", "total_charge": 0, "symbols": ["C", "C", "C", "C", "C", "N", "C", "C", "C", "H", "H", "H", "H", "H", "H", "H", "H", "H", "H", "H"], "positions_angstrom": [[2.523193, 0.914081, -0.463627], [1.285990, 1.348364, 0.345236], [0.219877, 0.603446, 0.526658], [-1.107615, 0.367159, 1.149990], [-2.235766, 1.021888, 0.305179], [-2.216453, 0.708039, -0.931718], [-1.265536, -0.296771, -1.215873], [-0.466051, -0.617627, 0.088690], [-0.054408, -2.070180, 0.421707], [2.966880, 0.198141, 0.114619], [3.160717, 1.702897, -0.876984], [2.196618, 0.254108, -1.300306], [1.475444, 2.201496, 0.986026], [-1.254506, 0.108123, 2.130024], [-2.863848, 1.841627, 0.713192], [-0.439754, -0.025622, -1.948501], [-1.898252, -1.080188, -1.652016], [0.047770, -2.050615, 1.432916], [0.824126, -2.366639, -0.089277], [-0.898434, -2.761727, 0.264060]], "atomic_forces_ev_per_a": [[-2.891, 0.407, -2.024], [1.366, 0.182, 0.196], [-0.179, -0.896, 0.166], [-0.262, 0.575, -3.832], [1.407, 0.130, 0.130], [-1.003, 1.825, 0.917], [1.623, -1.028, -0.295], [-0.957, 0.011, -0.322], [-2.080, 1.549, -1.799], [2.134, -1.324, 1.779], [-0.153, -0.206, 0.519], [-0.014, 0.735, 0.078], [-0.382, 0.293, -0.070], [-0.193, -0.471, 2.338], [0.163, -0.805, -0.392], [-1.470, 0.099, 0.326], [0.724, -0.544, 0.125], [0.998, -0.348, 3.030], [0.818, -0.446, -0.438], [0.352, 0.259, -0.432]]}



Entry 3:
{"formula": "C4H8N2O2", "method": "ωB97M-V with the def2-TZVPD basis set", "relative_energy_kcal_mol": 153.98, "smiles": "[H]/N=C/NO[C@H]1C[C@H]1O", "total_charge": 0, "symbols": ["H", "N", "C", "N", "O", "C", "C", "C", "O", "H", "H", "H", "H", "H", "H", "H"], "positions_angstrom": [[4.364280, -0.571653, 0.051730], [3.519331, -0.457518, -0.467796], [2.546653, -0.337508, 0.338734], [1.441059, 0.474470, -0.096785], [0.243671, -0.400770, 0.045642], [-0.781091, 0.355139, 0.483675], [-1.826663, 0.972684, -0.457479], [-2.076664, -0.359538, 0.362841], [-2.287346, -1.404887, -0.297267], [2.561014, -0.591700, 1.448651], [1.269078, 0.789969, -1.184993], [-0.499578, 0.821851, 1.460082], [-1.822345, 0.646243, -1.545895], [-2.377391, 1.820094, -0.371740], [-2.839145, -0.171772, 1.152672], [-1.434857, -1.585111, -0.922077]], "atomic_forces_ev_per_a": [[0.834, -1.061, 0.284], [-0.710, 0.893, 0.304], [0.185, 1.526, -0.777], [-2.150, -1.294, -2.406], [2.107, 0.130, -0.715], [-1.259, 0.661, 1.836], [1.538, -3.838, -1.729], [-1.027, 7.655, 3.472], [2.451, -6.771, -5.488], [-0.406, 0.363, -1.440], [1.867, -1.249, 3.362], [-0.751, 0.056, -0.924], [0.574, 0.446, 1.349], [-1.141, 2.544, 0.998], [0.839, -0.448, -0.272], [-2.951, 0.387, 2.145]]}



Entry 4:
{"formula": "C2H8O2", "method": "ωB97M-V with the def2-TZVPD basis set", "relative_energy_kcal_mol": 14.21, "smiles": "CO.CO", "total_charge": 0, "symbols": ["C", "O", "H", "H", "H", "H", "C", "O", "H", "H", "H", "H"], "positions_angstrom": [[-0.271221, -2.204364, -0.886560], [-0.192571, -1.576907, 0.391444], [0.713106, -2.577962, -1.169098], [-0.962620, -3.039254, -0.794292], [-0.621642, -1.502135, -1.645889], [-0.053008, -0.634192, 0.291498], [0.148148, 2.442635, -0.029382], [0.216123, 1.198967, 0.668369], [0.461316, 3.258857, 0.621110], [0.791358, 2.422992, -0.911738], [-0.884671, 2.577105, -0.332757], [1.091704, 1.102199, 1.089175]], "atomic_forces_ev_per_a": [[0.182, 0.432, 0.609], [-0.138, -0.605, -0.061], [0.038, -0.120, -0.202], [-0.030, -0.021, -0.155], [-0.085, -0.132, -0.092], [-0.052, 0.379, -0.107], [0.353, -0.303, 0.131], [0.572, -0.086, 0.301], [-0.117, 0.132, -0.033], [-0.060, 0.080, -0.065], [-0.038, 0.060, 0.001], [-0.625, 0.184, -0.328]]}



Entry 5:
{"formula": "C18H22NO5P", "method": "ωB97M-V with the def2-TZVPD basis set", "total_charge": 0, "symbols": ["C", "C", "H", "H", "O", "P", "O", "O", "C", "C", "H", "H", "H", "H", "H", "C", "N", "C", "C", "C", "C", "C", "C", "H", "H", "H", "H", "H", "H", "C", "C", "C", "C", "C", "C", "H", "O", "C", "O", "H", "H", "H", "H", "H", "H", "H", "H"], "positions_angstrom": [[0.469346, 1.235770, 2.946866], [1.842756, 1.153877, 2.034767], [2.643029, 1.844549, 2.480125], [2.082655, 0.091012, 1.926520], [1.583555, 1.505483, 0.570066], [0.136086, 1.836711, -0.033588], [-0.812679, 2.781927, 0.673087], [0.755600, 2.363620, -1.631593], [0.919294, 3.755027, -1.870115], [2.309730, 4.192035, -1.185035], [2.363249, 5.478009, -1.431883], [2.120770, 4.250737, -0.195013], [3.129806, 3.463135, -1.648954], [0.145646, 4.377978, -1.329576], [0.968448, 3.801541, -2.992975], [-0.670122, 0.257648, -0.357264], [-1.767828, 0.056500, 0.349053], [-2.922597, -0.597896, -0.031484], [-2.636025, -1.525617, -1.036185], [-3.867223, -2.358351, -1.188440], [-5.136163, -2.121769, -0.882735], [-5.357194, -0.943951, 0.221732], [-4.157891, -0.144078, 0.457463], [-4.333062, 0.636452, 1.239069], [-6.213718, -0.631635, 0.230366], [-5.857821, -2.702362, -1.066677], [-3.698362, -3.428464, -1.977460], [-1.732340, -1.719407, -1.403977], [-2.139988, 1.078736, 0.807243], [0.415594, -0.860081, -0.150631], [0.182430, -1.650435, 0.722655], [1.069261, -2.792225, 0.909193], [2.270281, -2.742892, 0.290360], [2.433878, -1.962202, -0.755767], [1.510350, -0.913663, -0.997210], [1.754075, 0.092797, -1.730253], [3.687778, -2.073616, -1.508456], [4.194169, -3.193528, -0.421575], [3.287253, -3.599185, 0.335605], [4.226293, -3.895210, -1.325667], [5.247094, -3.032630, -0.075445], [0.795327, -3.427744, 2.045037], [-0.834743, -1.763895, 1.382730], [-0.864174, 0.184522, -1.537755], [0.511214, 0.938327, 3.797302], [0.217232, 2.196308, 2.895755], [-0.270283, 0.508124, 2.450704]], "atomic_forces_ev_per_a": [[1.291, -1.197, -12.448], [-1.860, 0.043, 0.667], [-1.066, -1.169, -1.160], [0.655, 0.412, 0.395], [-0.488, 0.835, 1.985], [0.724, 2.952, -1.789], [1.818, -1.294, -1.247], [-2.082, -1.769, 3.279], [1.670, 0.784, 1.053], [-0.524, 2.236, -6.131], [0.538, -3.876, 0.201], [0.105, -0.672, 3.397], [-1.410, 2.118, 1.539], [0.338, -0.719, -1.199], [-0.339, 0.546, 1.225], [3.887, -1.063, -5.441], [-5.453, 5.950, 5.896], [2.953, 0.147, -2.137], [-9.047, -0.898, 3.329], [4.229, -3.395, -5.193], [4.193, 7.818, 6.451], [13.163, -4.180, -5.284], [-4.524, -2.677, 1.136], [0.955, -0.353, -0.993], [-9.442, 3.473, 1.338], [-5.463, -4.392, -1.589], [-0.479, 3.327, 2.396], [3.256, -1.018, -1.330], [1.756, -3.369, -1.281], [0.135, 9.194, -8.666], [-3.532, -11.852, 10.576], [-2.092, -0.116, 5.804], [-2.122, -2.335, 1.412], [0.560, 6.978, -5.963], [2.836, 1.630, -2.002], [-0.698, -3.475, 1.905], [-2.533, -1.040, 5.461], [6.372, -0.485, -9.861], [-2.968, -2.329, 5.669], [1.086, -0.079, 1.535], [-1.196, 0.676, 0.302], [1.282, 1.550, -4.092], [2.676, 0.882, -1.829], [0.315, 0.578, 1.967], [1.515, -3.579, 10.445], [-1.751, 3.758, -0.180], [0.761, 1.452, 0.451]]}



Entry 6:
{"formula": "H18O9", "method": "ωB97M-V with the def2-TZVPD basis set", "relative_energy_kcal_mol": 85.74, "smiles": "O.O.O.O.O.O.O.O.O", "total_charge": 0, "symbols": ["O", "H", "H", "O", "H", "H", "O", "H", "H", "O", "H", "H", "O", "H", "H", "O", "H", "H", "O", "H", "H", "O", "H", "H", "O", "H", "H"], "positions_angstrom": [[1.072366, 0.644511, -0.206587], [0.296823, 0.757193, 0.354507], [1.441190, -0.201821, 0.070325], [-2.229793, 4.335543, 2.145189], [-1.600323, 3.618503, 2.008767], [-2.971609, 3.914213, 2.593720], [-0.237406, 3.668130, -1.637321], [0.207552, 2.841518, -1.855757], [-0.763502, 3.452700, -0.858987], [-1.769670, -2.317488, -1.759377], [-1.183945, -1.908278, -1.112489], [-1.196667, -2.920631, -2.246077], [5.318530, 1.248657, -0.936175], [6.058850, 0.633883, -0.881686], [4.814376, 1.080479, -0.132100], [-2.672645, -1.194102, 0.970821], [-3.179419, -0.380662, 0.868431], [-1.760595, -0.923162, 0.816722], [4.814081, -1.705190, 1.194208], [4.999304, -2.650200, 1.153730], [5.421494, -1.319483, 0.552905], [-3.749751, -0.291193, -1.166731], [-4.628868, -0.103986, -1.514719], [-3.189432, -0.323857, -1.950290], [-1.327825, -3.625117, 1.067264], [-0.875471, -3.490602, 1.907664], [-1.107639, -2.839546, 0.554052]], "atomic_forces_ev_per_a": [[-0.262, -0.169, 0.076], [0.109, 0.102, -0.002], [0.161, 0.064, -0.044], [0.001, -0.243, -0.017], [-0.007, 0.139, 0.067], [0.017, 0.096, -0.027], [-0.063, -0.193, 0.110], [0.079, 0.041, 0.000], [-0.004, 0.147, -0.112], [0.291, 0.032, -0.124], [-0.161, 0.070, -0.268], [-0.045, -0.015, -0.020], [0.067, -0.275, 0.154], [0.023, 0.175, -0.111], [-0.089, 0.134, -0.042], [0.486, 0.127, 0.793], [-0.024, -0.159, -0.372], [-0.209, 0.189, 0.173], [0.075, -0.013, -0.139], [-0.047, 0.059, 0.053], [-0.073, -0.070, 0.067], [-0.503, 0.562, -0.511], [0.044, 0.025, 0.027], [0.067, -0.250, 0.080], [0.565, -0.111, 0.066], [-0.114, -0.079, 0.006], [-0.383, -0.385, 0.117]]}



The evaluated highest occupied orbital energy for the records listed, in turn: -13.351; -8.923; -8.710; -9.778; -8.187; -11.172 eV.